This record from the Open Molecules 2025 dataset describes C2H6N4 as an isolated structure at a distorted geometry. The level of theory is ωB97M-V with the def2-TZVPD basis set.

As for the HOMO energy: -8.94 eV. The molar mass is 86.10 g/mol. As for the energy relative to the best compared isomer or geometry (same formula, charge and spin): 470.9 kJ/mol. The lowest unoccupied orbital energy is 0.995 eV. The calculation puts the calculated total energy at -8127.2123 eV. The gap between HOMO and LUMO is 9.9 eV.

CARTESIAN COORDINATES (ANGSTROEM)
1 H 0.116 0.538 -1.934
2 N 0.172 -1.865 -0.235
3 H -1.689 -1.828 0.420
4 N 0.186 0.487 -0.970
5 H 1.579 -0.293 1.297
6 H -0.561 0.573 0.833
7 N 1.936 -0.031 0.474
8 C -0.894 -1.337 0.048
9 C -0.907 0.170 -0.137
10 N 1.194 -0.335 -0.655
11 H 2.821 -0.509 0.446
12 H -1.857 0.742 -0.408

Partial charges, Mulliken, in e: H 0.236; N -0.520; H 0.533; N -0.063; H 0.209; H 0.239; N -0.383; C -0.040; C -0.591; N -0.239; H 0.257; H 0.362

This record from the Open Molecules 2025 dataset describes one molecule with the formula C5H11N3O at a distorted geometry. The level of theory is ωB97M-V with the def2-TZVPD basis set.

As for the HOMO energy: -8.26 eV. The molar mass is 129.16 g/mol. As for the energy relative to the best compared isomer or geometry (same formula, charge and spin): 283.8 kJ/mol. The lowest unoccupied orbital energy is 0.872 eV. The structure (SMILES) is C/C(CN)=C(\N)C(N)=O. The calculation puts the calculated total energy at -11878.8301 eV. The gap between HOMO and LUMO is 9.1 eV.

CARTESIAN COORDINATES (ANGSTROEM)
1 H 2.127 -0.669 1.059
2 H 1.612 -0.183 -1.294
3 H -1.119 -2.602 -0.076
4 H 0.724 -1.579 -1.353
5 H -1.948 -1.617 -1.292
6 O 1.433 1.554 1.134
7 C -0.666 -0.514 -0.003
8 N 1.814 -1.388 0.407
9 H -2.468 -1.529 0.396
10 H -1.346 2.356 1.370
11 H 2.063 -2.361 0.261
12 H -1.854 1.004 2.130
13 C 1.005 -0.804 -0.631
14 N 0.546 2.149 -0.923
15 C -0.713 0.692 0.525
16 H -0.024 1.822 -1.693
17 C -1.592 -1.632 -0.256
18 C 0.644 1.326 0.210
19 H 1.427 2.573 -1.186
20 N -1.664 1.402 1.214

Partial charges, Mulliken, in e: H 0.202; H 0.252; H 0.379; H 0.533; H 0.257; O -0.654; C 0.463; N -0.439; H 0.383; H 0.288; H 0.190; H 0.258; C -0.822; N -0.438; C 0.428; H 0.269; C -1.420; C 0.249; H 0.267; N -0.643

This record from the Open Molecules 2025 dataset describes a 2-piece molecular cluster, C25H46BF2O5Si overall at a distorted geometry. The level of theory is ωB97M-V with the def2-TZVPD basis set.

As for the HOMO energy: -3.79 eV. The total charge is -1. The molar mass is 503.53 g/mol. As for the energy relative to the best compared isomer or geometry (same formula, charge and spin): 615.4 kJ/mol. The lowest unoccupied orbital energy is 2.243 eV. The calculation puts the calculated total energy at -50892.6607 eV. The gap between HOMO and LUMO is 6.0 eV.

CARTESIAN COORDINATES (ANGSTROEM)
1 H -2.293 -6.361 6.588
2 C 1.495 1.600 -3.247
3 H -2.109 2.028 -2.274
4 H -0.104 -6.740 2.847
5 C 0.941 5.740 -4.133
6 C 2.466 1.622 -0.643
7 H -3.506 3.202 -2.621
8 H -1.004 2.127 -5.819
9 C 2.349 0.572 0.599
10 H 1.376 -4.060 3.052
11 H 1.659 9.114 -2.844
12 H 1.467 4.918 -4.719
13 H 2.602 -7.257 2.956
14 O 1.663 -5.850 4.092
15 H 0.406 -1.420 -0.199
16 H -2.117 3.732 -1.548
17 H -2.301 6.612 -2.561
18 H 2.244 -5.758 2.090
19 C 0.549 -0.234 2.460
20 H -3.461 3.393 -5.612
21 H 0.393 1.657 1.248
22 O 0.442 2.671 -1.098
23 H -2.456 4.864 -6.196
24 C -0.626 -1.072 0.166
25 H -1.812 -8.043 6.988
26 C -0.739 -0.883 1.753
27 H 3.363 0.671 1.151
28 H -0.856 -1.947 2.198
29 H -1.742 -8.289 3.985
30 H -1.740 -6.616 2.257
31 H -1.714 -0.303 1.953
32 H 2.839 7.065 -4.212
33 F 2.259 2.732 -3.675
34 H -1.095 -3.205 -0.364
35 H 1.570 4.369 -1.627
36 C -1.680 -2.211 -0.291
37 O 2.558 3.031 -0.269
38 C -0.315 -4.447 4.327
39 C -0.348 2.573 -4.973
40 Si -1.456 3.826 -4.039
41 C -1.655 -7.240 4.291
42 H -2.656 -6.868 4.548
43 H -3.644 4.992 -4.733
44 H 0.797 0.527 -1.505
45 O -0.784 -7.193 5.413
46 H 3.515 1.419 -1.067
47 H 2.298 -0.511 0.239
48 H 0.838 4.496 0.217
49 C -1.222 6.682 -2.912
50 C 1.222 0.990 1.666
51 C -1.457 -7.064 6.652
52 C -2.872 4.326 -5.280
53 C -0.532 5.495 -3.675
54 H -0.618 0.890 -3.414
55 C -1.107 -6.419 3.126
56 C 1.060 8.173 -3.073
57 B 1.305 3.783 -0.622
58 H 1.302 -1.053 2.756
59 F 2.360 0.441 -3.465
60 H -2.501 -2.280 0.504
61 H -0.555 -4.869 5.302
62 H 1.763 1.630 2.465
63 H -0.922 -0.113 -0.402
64 H 0.436 0.488 -4.860
65 O -1.153 -5.003 3.312
66 C 0.174 1.328 -4.108
67 H -0.592 -3.388 4.382
68 H 0.481 3.159 -5.508
69 H 0.172 0.205 3.466
70 H -0.919 8.865 -2.084
71 H -2.169 -1.963 -1.298
72 C -0.421 8.000 -2.632
73 C 2.571 -6.167 3.051
74 C -2.357 3.119 -2.500
75 H 3.570 -5.803 3.299
76 H 1.724 -3.933 4.791
77 C 1.183 -4.510 4.033
78 H -0.747 -6.675 7.382
79 C 1.756 7.031 -3.849
80 C 1.189 1.590 -1.657

Partial charges, Mulliken, in e: H 0.381; C 1.047; H 0.063; H 0.091; C -0.102; C 0.001; H 0.434; H 0.349; C -0.772; H 0.317; H 0.288; H -0.019; H 0.240; O -0.302; H 0.020; H 0.229; H 0.245; H 0.366; C -0.591; H 0.287; H 0.014; O -0.695; H 0.276; C 0.960; H 0.308; C -0.288; H 0.393; H -0.047; H 0.402; H 0.430; H 0.281; H 0.292; F -0.290; H 0.212; H -0.251; C -1.093; O -0.693; C -0.410; C -0.623; Si 0.311; C -0.541; H 0.334; H 0.255; H -0.482; O -0.281; H 0.165; H 0.289; H -0.364; C -0.308; C -0.196; C -0.821; C -1.145; C 0.669; H 0.108; C -0.318; C -0.345; B 0.802; H 0.047; F -0.395; H 0.297; H 0.105; H 0.381; H -0.408; H 0.421; O -0.455; C -0.891; H 0.496; H 0.373; H 0.297; H 0.269; H 0.319; C -0.496; C -0.808; C -0.797; H 0.318; H 0.392; C -0.484; H 0.233; C -0.468; C 0.370

This record from the Open Molecules 2025 dataset describes one molecule with the formula C4H9BrO2 at a distorted geometry. The level of theory is ωB97M-V with the def2-TZVPD basis set.

As for the HOMO energy (spin up / spin down): -8.71 / -9.76 eV. The spin multiplicity is 3. The molar mass is 169.02 g/mol. As for the energy relative to the best compared isomer or geometry (same formula, charge and spin): 58.2 kJ/mol. The lowest unoccupied orbital energy (spin up / spin down) is 0.549 / -2.232 eV. The calculation puts the calculated total energy at -78424.6506 eV. The gap between HOMO and LUMO (spin up / spin down) is 9.3 / 7.5 eV.

CARTESIAN COORDINATES (ANGSTROEM)
1 H -0.190 1.770 -0.703
2 H -1.388 0.904 0.928
3 O -0.108 -0.861 -1.050
4 H 1.457 -1.902 -0.383
5 C 0.700 1.143 -0.215
6 H 1.052 1.822 0.579
7 H 1.012 -1.908 1.388
8 C 1.364 -1.290 0.483
9 H 1.600 1.010 -0.918
10 C 0.196 -0.237 0.144
11 Br -1.228 0.324 -2.434
12 H -1.206 -0.481 2.006
13 O -2.577 1.277 -2.145
14 C -1.101 -0.094 0.974
15 H 2.317 -0.819 0.881
16 H -1.899 -0.658 0.465

Partial charges, Mulliken, in e: H 0.388; H 0.365; O -0.631; H 0.348; C -1.642; H 0.364; H 0.290; C -1.292; H 0.335; C 1.854; Br 0.417; H 0.346; O -0.332; C -1.468; H 0.304; H 0.353

This record from the Open Molecules 2025 dataset describes a 5-piece molecular cluster, C26H58O4S2 overall at a distorted geometry. The level of theory is ωB97M-V with the def2-TZVPD basis set.

As for the HOMO energy: -10.46 eV. The molar mass is 498.88 g/mol. As for the energy relative to the best compared isomer or geometry (same formula, charge and spin): 0.0 kJ/mol. The lowest unoccupied orbital energy is 0.586 eV. The structure (SMILES) is O=S1(=O)CCCC1.O=S1(=O)CCCC1.CCCCCC.CCCCCC.CCCCCC. The calculation puts the calculated total energy at -57761.8491 eV. The gap between HOMO and LUMO is 11.0 eV.

CARTESIAN COORDINATES (ANGSTROEM)
1 C -0.289 6.775 -3.762
2 H 0.428 1.863 0.381
3 S -2.396 -2.076 3.377
4 H -4.656 -1.816 2.586
5 H 3.480 -0.172 1.510
6 C 5.676 -0.044 1.751
7 H -3.153 -5.355 2.082
8 H -0.495 4.380 -2.206
9 H 5.254 -1.840 0.724
10 H 0.379 0.416 -3.399
11 H -1.359 -3.917 2.443
12 C -0.719 -3.391 -2.503
13 H -2.735 -2.332 -4.115
14 H -1.563 -2.979 -1.946
15 C -2.032 4.903 -0.775
16 C 0.300 -4.015 -0.233
17 C -1.293 6.449 -2.652
18 H -2.241 6.180 -3.128
19 C 5.718 -1.573 1.676
20 H 2.505 -4.031 -0.188
21 C 3.859 0.497 3.543
22 H 0.600 7.325 -3.460
23 C -3.392 -4.385 2.518
24 H 0.002 5.615 -1.173
25 H 1.906 -0.285 3.273
26 H -0.761 -5.307 -1.534
27 H -4.098 -4.530 3.343
28 H -2.841 6.946 -0.304
29 H 0.833 -4.881 -2.156
30 C 0.208 0.858 0.009
31 H 1.947 1.459 3.215
32 C -1.310 0.969 -0.242
33 H 1.831 -2.521 -0.686
34 C -0.056 -4.480 -1.662
35 H -3.387 -3.983 -3.826
36 H -0.714 7.419 -4.541
37 H 0.399 1.940 -2.681
38 H 5.160 -2.022 2.497
39 C 7.161 -2.110 1.666
40 H -1.564 4.147 -0.141
41 H 7.736 -1.637 2.471
42 O -2.191 -0.471 -2.281
43 H -2.653 -3.539 -5.358
44 C 4.237 0.394 2.063
45 H 2.054 0.763 4.778
46 C -3.843 5.506 0.866
47 H 0.426 0.216 0.862
48 C -2.560 5.998 0.154
49 H -2.817 4.524 -1.430
50 C 2.352 0.588 3.747
51 H 7.702 -1.748 0.788
52 H -1.166 -4.904 -4.030
53 H -1.508 7.309 -2.018
54 H 1.970 0.664 -1.246
55 H -3.698 4.455 1.127
56 C -2.128 -3.850 3.217
57 H -0.448 -3.457 -4.670
58 H -0.119 5.831 -4.284
59 H 6.357 0.363 2.501
60 H -4.765 -3.466 0.967
61 H 4.443 1.272 4.038
62 H -0.479 -3.337 0.137
63 H -1.656 1.962 0.041
64 H 1.718 -3.107 1.048
65 C 0.905 0.426 -1.279
66 H -0.023 -2.548 -2.569
67 C -3.680 -1.998 2.139
68 H 4.085 1.417 1.679
69 C -3.798 -3.363 1.444
70 H 0.950 -0.667 -1.206
71 H 7.258 -3.186 1.790
72 H -1.935 0.237 0.264
73 C 1.659 -3.360 -0.012
74 O -2.337 1.980 -2.644
75 H -3.392 -1.155 1.510
76 O -2.932 -1.691 4.652
77 H -4.750 5.644 0.286
78 H -3.971 6.019 1.822
79 S -1.662 0.843 -2.045
80 H -1.750 6.186 0.862
81 C -1.150 -3.813 -3.918
82 C -0.882 5.292 -1.744
83 H -1.868 -4.311 4.162
84 C -2.585 -3.402 -4.272
85 O -1.178 -1.453 2.902
86 C 0.113 0.905 -2.460
87 H 5.946 0.357 0.773
88 H 4.175 -0.472 3.959
89 H 0.242 -4.884 0.431
90 H -2.992 -3.431 0.705

Partial charges, Mulliken, in e: C -1.319; H 0.252; S 1.027; H 0.357; H -0.005; C -0.754; H 0.381; H -0.114; H 0.203; H 0.534; H 0.059; C 0.426; H 0.246; H 0.008; C -0.266; C 0.280; C -0.257; H 0.314; C -0.207; H 0.480; C -0.450; H 0.344; C -0.798; H 0.313; H 0.164; H 0.416; H 0.338; H 0.308; H 0.287; C -0.421; H 0.240; C 0.890; H 0.278; C -0.903; H 0.325; H 0.372; H 0.288; H 0.334; C -1.357; H 0.123; H 0.320; O -0.521; H 0.410; C -0.279; H 0.390; C -1.232; H 0.181; C -0.322; H 0.391; C -0.991; H 0.331; H 0.346; H 0.243; H 0.548; H 0.261; C -0.451; H 0.384; H 0.298; H 0.360; H 0.392; H 0.366; H -0.280; H 0.045; H 0.341; C 0.237; H -0.133; C -0.454; H 0.388; C -0.028; H -0.626; H 0.360; H -0.804; C -1.471; O -0.651; H -0.021; O -0.705; H 0.331; H 0.369; S 0.876; H 0.298; C -0.616; C -0.368; H 0.483; C -1.199; O -0.536; C -0.933; H 0.369; H 0.251; H 0.479; H -0.161

This record from the Open Molecules 2025 dataset describes C16H34N2O22S5 as an isolated structure at a distorted geometry. The level of theory is ωB97M-V with the def2-TZVPD basis set.

As for the HOMO energy: -8.44 eV. The molar mass is 766.78 g/mol. As for the energy relative to the best compared isomer or geometry (same formula, charge and spin): 296.7 kJ/mol. The lowest unoccupied orbital energy is -0.164 eV. The calculation puts the calculated total energy at -119338.7089 eV. The gap between HOMO and LUMO is 8.3 eV.

CARTESIAN COORDINATES (ANGSTROEM)
1 H 1.632 3.158 -3.516
2 H -1.582 1.466 5.800
3 S 1.341 -0.231 -3.748
4 C 1.482 2.964 -0.110
5 H -4.128 5.166 -2.425
6 C -3.441 0.687 3.884
7 O 3.239 3.338 3.078
8 H 5.780 -3.244 -0.225
9 C -0.651 -0.960 2.100
10 O -3.620 1.898 3.815
11 O 3.321 -0.887 2.090
12 C -2.825 -6.854 -1.032
13 C -2.147 0.579 6.099
14 H -1.907 4.798 -3.291
15 H -0.870 -0.850 -1.270
16 H 1.105 0.306 1.660
17 O -0.565 -6.391 -1.020
18 O -1.004 -4.312 0.368
19 N -1.008 -1.373 0.864
20 H 0.603 -1.410 -0.458
21 H -1.428 -7.601 -2.530
22 H 0.087 2.636 -4.240
23 O 1.854 2.506 1.162
24 N -2.780 0.040 4.889
25 H -2.580 -0.928 4.694
26 H 0.625 3.634 -0.076
27 C -4.078 -0.196 2.855
28 H 6.200 -1.548 -0.422
29 H -3.450 5.707 -0.919
30 O -2.247 1.865 0.047
31 C 1.115 2.347 -4.027
32 H -3.951 0.229 1.862
33 H 2.443 4.556 -1.207
34 O -0.951 -1.627 3.098
35 O 0.196 -0.778 -4.392
36 S -1.200 -4.888 -0.941
37 O 3.297 -2.839 0.556
38 O 3.417 4.148 0.639
39 O -1.311 3.797 -1.443
40 C 5.481 -2.226 0.030
41 O -0.731 -4.104 -2.074
42 H -1.580 -2.193 0.758
43 H 2.763 2.393 -5.560
44 O -2.572 1.775 -2.408
45 H -5.146 -0.216 3.075
46 O 3.683 -3.199 3.026
47 C 0.220 0.320 2.287
48 H 1.289 1.567 -6.031
49 S -2.391 2.578 -1.213
50 C -3.367 4.931 -1.681
51 C 2.717 3.727 -0.549
52 O 1.554 4.882 2.097
53 H -1.440 5.787 -1.925
54 O 2.451 0.479 -4.796
55 H 1.309 2.123 -0.781
56 C 1.963 1.757 -5.193
57 H 3.766 -1.016 -0.287
58 H 3.767 -2.521 -1.411
59 O 2.041 -1.014 -2.760
60 O 0.971 1.250 -3.115
61 O -2.731 -5.471 -1.198
62 C 4.025 -2.060 -0.464
63 S 3.827 -2.237 1.970
64 H -3.667 -7.103 -1.677
65 H 3.422 3.206 -1.199
66 C -0.341 -0.878 -0.317
67 C -1.448 -7.369 -1.461
68 H -3.716 -1.220 2.953
69 H -1.458 -0.211 6.384
70 H 0.563 0.260 3.319
71 H -1.163 -8.329 -1.029
72 H -3.090 -7.088 0.002
73 H -0.067 0.170 -0.188
74 H -0.399 1.214 2.217
75 H -2.859 0.981 6.819
76 S 2.494 3.790 1.942
77 O -3.614 3.676 -1.099
78 O 5.384 -2.172 1.472
79 C -1.921 4.851 -2.203

Partial charges, Mulliken, in e: H 0.136; H 0.268; S 0.924; C 0.193; H 0.301; C 0.636; O -0.553; H 0.295; C 0.504; O -0.687; O -0.392; C -0.275; C -0.909; H 0.257; H 0.426; H 0.222; O -0.329; O -0.512; N 0.287; H 0.348; H 0.285; H 0.202; O -0.139; N -0.122; H 0.273; H 0.224; C -0.764; H 0.309; H 0.245; O -0.372; C -0.144; H 0.063; H 0.351; O -0.808; O -0.538; S 1.141; O -0.300; O -0.441; O -0.187; C -0.347; O -0.528; H 0.278; H 0.341; O -0.588; H 0.328; O -0.573; C -0.794; H 0.306; S 1.070; C -0.369; C -0.364; O -0.570; H 0.367; O -0.392; H -0.196; C -0.396; H 0.073; H 0.446; O -0.312; O -0.076; O -0.342; C -0.213; S 1.072; H 0.270; H 0.270; C -0.708; C -0.304; H 0.277; H 0.371; H 0.456; H 0.291; H 0.263; H -0.271; H 0.172; H 0.274; S 1.143; O -0.378; O -0.354; C -0.412